1.
Below is a structure of composition C27H22ClN5O6RuS in a non-equilibrium geometry, with properties calculated with the ωB97M-V functional and the def2-TZVPD basis.

Geometry as XYZ:
```
63
Properties=species:S:1:pos:R:3:forces:R:3
Ru 0.5545 -0.1716 -0.1310 -0.927 -1.127 5.707
C -2.6802 -3.9881 -2.9220 2.930 -0.782 -0.632
C -1.4028 -4.5785 -2.8132 -1.786 1.686 -0.371
C -0.2770 -3.8887 -2.1714 -1.654 0.457 1.352
C -0.6610 -2.5485 -1.4937 -0.171 -1.849 0.074
C -2.0544 -2.1776 -1.4021 -0.185 0.657 -0.135
C -3.0079 -2.8192 -2.1080 1.352 -1.033 -0.592
N 0.1765 -2.2123 -0.3795 1.207 -0.417 1.136
N 0.8156 -3.1299 0.2643 -2.104 2.291 -1.577
C 1.8275 -2.5878 1.0296 0.913 0.486 0.528
C 2.5421 -3.3290 1.9552 -0.080 -0.376 -0.756
C 3.7939 -2.8972 2.3877 0.481 0.701 -0.155
C 4.1999 -1.6256 1.9529 -0.121 0.289 0.865
C 3.2668 -0.8127 1.2886 0.316 0.169 -0.635
N 2.1662 -1.3070 0.7458 -0.704 0.803 0.221
H -3.3133 -4.3714 -3.7460 -0.108 0.100 1.210
H -1.1284 -5.4794 -3.3244 -0.313 -0.451 -0.250
H 0.3673 -4.3509 -1.4379 0.439 -0.861 -0.841
H -2.2697 -1.3386 -0.7520 -0.307 -0.011 0.162
H -4.0247 -2.5556 -2.0597 -1.047 0.570 0.193
H 2.1385 -4.2764 2.2435 -0.032 -0.481 0.086
H 4.4040 -3.5681 3.0202 -0.318 0.692 -0.437
H 5.1413 -1.1062 2.2013 -0.454 -0.812 0.081
H 3.4433 0.2544 1.1239 0.080 -0.437 0.037
O 0.7562 -2.5636 4.0396 -0.370 2.731 0.234
Cl 0.3604 -1.1015 3.9456 -0.187 -0.272 0.692
O -0.9820 -0.8242 4.5015 2.063 -0.353 -0.473
O 1.4060 -0.0767 4.2709 -1.568 -2.102 -0.208
O -0.0819 0.0502 1.5538 1.228 -0.125 -2.148
C 0.6951 4.8042 5.0130 -0.628 -0.945 -0.551
C -0.0125 4.1144 3.8811 0.017 0.191 -1.580
C 0.0501 4.7617 2.5951 -0.239 -1.011 0.483
C -0.4740 4.1366 1.4735 -0.911 -0.025 0.845
C -1.2442 2.9570 1.6204 0.469 -0.144 -0.636
C -1.2610 2.2839 2.8258 -0.168 0.136 1.639
C -0.6600 2.8779 3.9879 0.555 -0.165 -1.420
S -2.0833 2.2278 0.1743 -1.324 1.835 2.420
O -2.8084 1.0508 0.6136 0.764 0.878 -0.954
O -2.7671 3.2864 -0.5919 1.501 -2.144 1.181
N -0.7294 1.6276 -0.6517 0.038 -0.783 -1.309
C -0.6487 1.8022 -1.9707 -0.445 -2.270 0.974
C -1.3535 2.6542 -2.8108 0.279 1.326 -2.747
C -1.0798 2.5673 -4.1909 -0.018 0.585 0.061
C -0.3793 1.4643 -4.7748 -0.729 2.383 -0.783
C 0.1289 0.4579 -3.9958 -0.467 -1.954 1.662
C 0.1415 -0.8717 -4.5339 1.270 1.597 -2.194
C -0.1309 -2.0976 -4.0050 -0.815 -0.872 -1.380
C 0.2455 -2.6105 -2.7516 0.872 -0.572 0.857
N 1.0945 0.2320 -1.7899 -0.198 -0.421 -1.957
C 0.1339 0.7189 -2.5658 1.905 1.070 -0.440
H 0.4129 4.2773 5.9122 -0.116 0.478 0.609
H 0.3911 5.8458 4.9483 0.284 0.106 0.639
H 1.7673 4.6742 4.9058 0.194 0.308 -0.110
H 0.5251 5.7455 2.5092 -0.067 -0.501 -0.008
H -0.4032 4.6020 0.5185 0.003 0.385 -0.602
H -1.7494 1.3087 2.9481 0.123 0.580 -0.237
H -0.5356 2.2946 4.9077 -0.502 0.289 -0.319
H -1.9816 3.4551 -2.4475 0.137 -0.127 0.044
H -1.4165 3.4219 -4.8421 0.162 -1.307 0.644
H -0.2573 1.4630 -5.8609 -0.196 -0.265 0.283
H 0.3179 -0.8766 -5.6420 -0.934 0.068 0.868
H -0.7011 -2.7637 -4.7116 0.796 0.429 0.732
H 1.2965 -2.5116 -2.4810 -0.184 0.717 -0.079
```
Forces are in eV/Å.

## Properties
M: 681.1 g mol⁻¹
maximum force: 0.11456 Eh/bohr
Kohn-Sham gap (alpha / beta): 5.091 / 4.069 eV
ΔE to the lowest compared entry with this formula, charge and spin: 120.11 kcal per mole
highest occupied orbital energy (alpha / beta): -13.70 / -13.68 eV
charge: +2
multiplicity: 5

Charges obtained by Mulliken population analysis, quoted in units of e: -0.3016 -0.5616 -0.9847 0.0096 1.3692 -1.2814 -0.5529 1.0080 -0.9339 0.1397 -0.5171 -0.3011 -0.7835 0.0348 0.3817 0.4351 0.4072 0.5084 0.6153 0.5510 0.5959 0.4772 0.3929 0.4839 -0.4684 1.2478 -0.4299 -0.3731 -0.3309 -1.5047 0.9670 -0.7722 -0.6109 -0.2982 0.1339 -0.9881 1.3158 -0.6259 -0.7166 0.3434 0.6334 -0.4233 -0.7301 -0.7837 0.2231 -0.8402 -0.8882 0.4045 -0.6475 1.0391 0.3847 0.4131 0.3246 0.3791 0.4841 0.6421 0.3347 0.5965 0.4080 0.4032 0.4127 0.4699 0.6792

=====

2.
Below is a cluster of 2 separate species, C3H4BrNO in total in a non-equilibrium geometry, with properties calculated with the ωB97M-V functional and the def2-TZVPD basis.

Geometry as XYZ:
```
10
Properties=species:S:1:pos:R:3:forces:R:3
C 0.2360 -0.9057 -0.7447 -1.829 -1.882 0.555
C -0.7675 -0.7098 0.4181 2.668 -3.428 1.552
C 0.3244 1.0771 -0.1632 -1.456 0.646 -3.230
N 0.7607 0.1733 -1.1404 0.513 2.224 1.716
O -0.8517 0.6540 0.4282 0.333 1.957 0.563
Br 0.4068 2.9103 -0.5758 0.019 -0.308 0.392
H 0.2507 -1.7724 -1.3624 0.359 -0.816 -0.083
H -1.6628 -1.3362 0.2221 0.070 1.049 0.392
H -0.2558 -1.0652 1.5234 -1.467 0.585 -2.942
H 1.5593 0.9747 1.3946 0.788 -0.027 1.086
```
Forces are in eV/Å.

## Properties
M: 150.0 g mol⁻¹
maximum force: 0.08972 Eh/bohr
Kohn-Sham gap (alpha / beta): 7.823 / 8.898 eV
ΔE to the lowest compared entry with this formula, charge and spin: 30.95 kcal per mole
highest occupied orbital energy (alpha / beta): -7.09 / -10.79 eV
multiplicity: 3

Charges obtained by Mulliken population analysis, quoted in units of e: -0.1271 -0.1825 -0.0487 -0.3341 -0.2243 -0.1138 0.4059 0.3031 0.2055 0.1159